276
Properties=species:S:1:pos:R:3:lowdin_charge:R:1 method="wB97M-V/def2-TZVPD" molar_mass_g_mol=1769.4 gap_ev="2.537 / 7.799" charge=+4 lumo_energy_ha="-0.2662 / -0.2663" e_tot_ev=-229109.15434 homo_energy_ev="-9.78 / -15.05" largest_force_ha_per_bohr=0.220 spin_multiplicity=2
S -4.3926 3.7339 20.7842 0.501
S 0.4461 2.1220 24.7656 0.442
S -7.3207 -0.3348 21.5259 0.374
S -7.6754 -2.3876 20.4243 0.620
S -0.4491 2.9937 26.7885 0.632
S -2.0801 3.7801 20.9867 0.357
P -11.4185 0.6955 20.8806 1.065
P -1.4182 7.2286 13.5052 1.021
P 2.4011 0.8818 18.6676 1.040
F -7.1534 1.1268 21.1078 -0.177
F -1.2209 4.3984 27.0193 -0.229
F -0.7866 4.3294 21.8216 -0.220
F -8.9038 -2.8513 19.4537 -0.195
F -5.3242 2.9485 21.9036 -0.266
F -0.1083 1.8244 23.2745 -0.220
O -8.3177 2.3474 16.7891 -0.193
O 0.8948 3.3281 27.3183 -0.249
O -2.2416 -0.2444 24.8464 -0.221
O 1.6290 2.9015 24.4226 -0.280
O -4.2946 2.6690 19.7857 -0.382
O 0.6031 0.7809 25.3509 -0.274
O -1.3123 2.1879 27.6637 -0.279
O -8.1629 -2.9530 21.6958 -0.233
O -1.7993 2.3630 20.7370 -0.317
O -5.2807 4.8543 20.4457 -0.376
O -3.5113 8.0766 25.7043 -0.193
O -6.5162 -2.9397 19.7954 -0.273
O -8.1738 -0.0916 22.6854 -0.258
O -5.9316 -0.6361 21.8213 -0.251
O -3.9514 9.2564 19.2749 -0.212
O -2.0102 4.6684 19.8686 -0.324
O -3.3471 -1.8221 19.6201 -0.169
N -3.4983 2.6137 24.6445 0.248
N -7.1551 -0.1327 17.6219 0.222
N -3.1544 4.0772 21.9223 -0.382
N -4.5022 -3.9432 17.9593 0.239
N -3.3799 6.0563 23.8780 0.206
N -7.8675 -0.7354 20.2006 -0.283
N -5.4429 11.6295 19.8067 0.240
N -0.7684 2.9164 25.1262 -0.304
C -11.8198 -3.4178 21.9201 -0.254
C -5.5866 1.3096 16.5288 -0.017
C -7.4580 2.3205 17.9511 -0.126
C -3.9812 11.6983 19.2596 -0.248
C -0.8241 0.9343 16.5580 -0.217
C 2.3282 -0.4282 19.9697 -0.231
C 1.7153 -1.7397 16.5936 -0.296
C -0.2904 6.3715 17.5030 -0.271
C -1.7518 -1.5658 24.8416 -0.103
C -10.8584 0.6638 19.1809 -0.293
C -11.1414 -0.1445 16.7980 -0.222
C 2.8693 3.3170 20.2334 -0.261
C -8.3189 4.3215 21.1893 -0.088
C 0.2106 7.7454 12.7302 -0.236
C 1.1238 -2.2057 22.3821 -0.078
C -13.6461 1.3873 22.4684 -0.255
C -3.0723 -0.5797 20.2034 -0.083
C -3.2077 10.4001 19.7030 -0.158
C 0.4324 7.4526 11.2788 -0.266
C -3.5166 7.9689 19.7081 -0.066
C -11.1099 -0.9489 21.6798 -0.223
C -3.7633 8.7406 26.8853 -0.120
C -11.4767 -1.3845 15.9421 -0.093
C -0.4269 0.8218 18.0689 -0.208
C 1.8712 7.5332 10.7772 -0.214
C -2.2072 -4.2154 16.9681 -0.031
C -2.9490 -3.7571 18.2143 -0.235
C -15.3881 3.1812 22.7859 -0.099
C 3.8663 4.1515 20.9139 -0.294
C -12.1664 -3.8186 23.3480 -0.087
C -4.1517 1.2454 25.1810 -0.184
C -0.7228 1.8417 12.4859 -0.089
C -9.2303 3.3724 16.7577 -0.114
C 0.7989 1.7159 18.4027 -0.227
C -2.5086 7.0675 25.8755 -0.172
C -6.4293 1.1536 17.7890 -0.286
C -3.3525 11.0300 11.1573 -0.085
C -0.8694 4.4206 13.0604 -0.181
C -1.2565 7.4344 23.5622 -0.004
C -1.2932 7.1603 15.3121 -0.264
C -1.4375 2.3009 16.1331 -0.082
C -4.1465 9.6606 11.2121 -0.199
C 3.1037 0.2081 17.1498 -0.270
C -3.6503 -0.0837 24.4971 -0.114
C -0.0201 6.5615 15.9628 -0.208
C 1.7050 0.0717 21.3357 -0.200
C -15.1385 1.6655 22.7225 -0.239
C -12.2618 -2.0232 21.5348 -0.217
C -3.2722 8.4549 11.7130 -0.244
C -5.6882 1.3672 24.9928 -0.043
C -1.8464 5.6314 12.8624 -0.277
C 0.9331 6.0335 18.2889 -0.110
C -11.4806 -0.4260 18.3007 -0.220
C -10.5515 2.0539 21.7157 -0.259
C -3.3626 13.0588 19.6630 -0.025
C 1.6049 -3.2328 16.4965 -0.084
C 4.3686 3.5682 22.1970 -0.086
C 2.7546 6.3136 11.2250 -0.092
C -1.5868 3.1145 12.4779 -0.245
C -13.2890 1.1205 20.9789 -0.210
C 3.4757 2.2212 19.3343 -0.229
C 3.0832 -1.2920 16.9707 -0.249
C -2.6939 8.5262 13.1270 -0.255
C -2.0489 6.5078 24.5057 -0.244
C -2.5574 -2.3661 18.5978 -0.206
C 1.9726 -0.9413 22.4798 -0.235
C -10.7648 3.4369 21.0583 -0.238
C -9.8048 4.4824 21.6023 -0.250
H -5.9596 10.8576 19.4100 0.157
H -1.0076 5.5569 17.6041 0.088
H -2.8483 11.1365 12.1178 0.043
H 2.2641 3.9832 19.6186 0.081
H 2.2303 2.9638 21.0427 0.105
H -9.7858 0.4802 19.2434 0.064
H -3.3974 5.2959 23.2135 0.054
H 3.6812 6.3979 10.6570 0.076
H -10.0904 0.1148 16.6701 0.073
H -1.8865 2.3047 15.1398 0.042
H 0.6401 0.2951 21.2711 0.102
H -13.1045 -1.7062 22.1491 0.099
H -3.9156 5.7124 24.6620 0.129
H -7.9846 0.1178 17.1030 0.134
H -1.5072 8.1362 15.7478 0.100
H -4.0430 13.7578 19.1765 0.088
H 0.6254 2.2260 19.3503 0.077
H -8.7830 4.3642 16.8234 0.102
H -13.0371 2.1639 22.9310 0.096
H -2.2937 2.6886 16.6851 0.074
H -4.0643 7.1760 19.1989 0.091
H 0.8254 7.2058 13.4507 0.077
H -3.7088 7.4578 11.6544 0.098
H -3.9623 6.8568 23.6776 0.147
H -13.1727 -3.4206 23.4783 0.071
H -11.1751 1.6483 18.8367 0.083
H -3.6446 -0.4972 21.1274 0.072
H -11.6677 0.7536 16.4745 0.114
H -7.8556 5.1827 21.6708 0.071
H 0.2569 8.8254 12.8702 0.108
H -10.7430 -3.5143 21.7808 0.088
H -1.2235 1.0304 18.7831 0.072
H -11.0216 -1.3710 18.5909 0.095
H -5.4349 11.4970 20.8079 0.170
H -6.9338 3.2433 18.1995 0.136
H -10.7183 -0.7023 22.6667 0.094
H 3.7937 -1.5334 16.1801 0.136
H 0.2277 2.1399 12.0434 0.080
H -6.5970 -0.9139 17.3084 0.158
H -1.6657 7.4903 26.4221 0.142
H -2.4730 8.3243 10.9834 0.095
H 5.0073 4.3217 22.6580 0.088
H -12.6021 -2.0153 20.4993 0.096
H 2.2336 0.9911 21.5876 0.085
H 3.0504 -1.1007 22.5148 0.113
H -4.9984 0.4129 16.3336 0.077
H 1.9444 7.6211 9.6932 0.114
H -3.9749 11.9247 11.1762 0.076
H -12.5262 -1.5572 15.7035 0.085
H -0.2646 7.6606 23.9535 0.098
H 4.1254 0.5194 17.3673 0.093
H -2.5262 2.6257 24.9182 0.050
H -0.1372 8.1946 10.7194 0.107
H -0.5971 4.2576 14.1032 0.067
H 1.5771 5.2999 17.8040 0.067
H 0.2292 5.5917 15.5321 0.089
H -14.8686 3.6895 23.5982 0.075
H -4.4297 9.5870 26.7190 0.095
H 1.1225 2.5168 17.7380 0.092
H -4.1094 11.6478 18.1784 0.150
H -2.9420 9.2454 27.3939 0.102
H 1.7339 -0.4968 23.4461 0.089
H -1.1888 -4.5670 17.1333 0.088
H -1.8886 -2.1549 23.9348 0.083
H 0.8555 7.2089 15.9156 0.112
H -8.2306 4.4519 20.1107 0.065
H -4.9515 2.1799 16.6943 0.089
H -5.0063 -3.4997 17.2048 0.162
H 0.1740 -1.8564 22.7870 0.049
H -15.7377 1.1917 21.9450 0.108
H -3.7353 0.0610 23.4201 0.105
H 0.5928 -3.5759 16.2816 0.048
H -7.8879 3.3917 21.5604 0.049
H -2.0902 -0.4037 20.6423 0.087
H -3.7457 7.8411 20.7661 0.085
H 4.2424 1.6168 19.8189 0.102
H -2.2979 -2.0622 25.6438 0.093
H 1.9700 -3.6662 17.4276 0.087
H 1.4882 -1.2721 15.6355 0.117
H -0.4870 -0.2183 18.3893 0.072
H 3.3289 -0.8574 20.0206 0.102
H -2.3098 13.1635 19.4009 0.100
H -4.9904 -3.6704 18.8003 0.085
H -9.8063 3.3840 15.8324 0.101
H -4.2635 8.0340 27.5476 0.101
H -5.0133 9.8972 11.8292 0.098
H -6.1606 1.5048 15.6229 0.092
H -2.1254 6.5410 15.6468 0.101
H -2.0812 5.9235 11.8388 0.088
H 1.4533 -3.0231 23.0235 0.088
H -1.1821 7.0103 22.5608 0.074
H 3.9293 2.6904 18.4613 0.102
H -13.5634 2.0191 20.4263 0.093
H -2.7854 5.4914 13.3980 0.103
H -10.9060 -1.2615 15.0217 0.069
H -6.0522 1.4301 23.9673 0.056
H -12.3655 -4.0721 21.2403 0.116
H -0.6504 3.0549 16.1314 0.054
H -15.5339 1.1900 23.6201 0.111
H -3.2697 0.2174 19.4866 0.080
H 4.8925 2.6260 22.0361 0.080
H 4.7078 4.3142 20.2404 0.116
H 1.7550 -1.2985 19.6500 0.072
H 1.0113 -1.3518 17.3298 0.076
H 2.8905 6.2402 12.3040 0.060
H 3.4933 5.1460 21.1585 0.119
H -5.9432 12.4470 19.4881 0.164
H -2.5561 2.9277 12.9401 0.098
H 2.3925 5.3120 10.9935 0.062
H -3.0949 10.3857 20.7870 0.132
H 0.9886 -2.4822 21.3365 0.054
H -11.5722 -3.3134 24.1094 0.076
H -7.5135 -0.3723 18.5352 0.053
H -10.2491 -1.4086 21.1941 0.040
H 0.6678 5.7118 19.2960 0.074
H -0.0697 6.5185 11.0270 0.100
H -5.9460 2.2886 25.5150 0.075
H 0.1444 4.5683 12.6883 0.104
H -8.0743 2.1583 18.8354 0.104
H -0.8623 7.1161 18.0567 0.092
H 3.4318 -1.7374 17.9024 0.110
H -1.2598 1.0597 11.9490 0.084
H -3.5342 8.3601 13.8011 0.100
H -10.7035 2.0288 22.7948 0.115
H -2.4686 7.7965 19.4630 0.075
H -10.0083 3.1876 17.4985 0.071
H -12.1412 -4.8681 23.6411 0.082
H -3.9682 3.4401 24.9857 0.127
H -10.6729 3.4826 19.9731 0.094
H -16.4373 3.4294 22.9459 0.079
H -13.3518 0.4745 22.9861 0.095
H -12.5340 -0.5468 18.5536 0.110
H 2.2222 -3.6144 15.6833 0.091
H -4.6274 -4.9432 18.0264 0.165
H -11.0689 -2.3402 16.2717 0.071
H -2.6472 -5.1155 16.5388 0.091
H -1.7503 8.4062 23.5693 0.078
H -2.2417 10.4196 19.1984 0.137
H 1.5734 6.9156 18.2937 0.084
H -1.7204 3.3360 11.4191 0.105
H -1.6720 5.4960 24.6548 0.122
H -2.9053 -4.4158 19.0816 0.168
H -3.5089 2.7503 23.6438 0.086
H -9.4984 1.8335 21.5406 0.057
H -0.7283 -1.4395 25.1945 0.089
H -11.7861 3.7008 21.3326 0.103
H -3.2827 13.4062 20.6930 0.095
H 2.9290 0.8429 16.2811 0.113
H -4.1101 -1.0412 24.7418 0.136
H 0.0274 0.6997 15.9193 0.083
H -10.0978 5.4465 21.1866 0.106
H -2.5529 11.0998 10.4199 0.076
H -4.5714 9.4228 10.2369 0.105
H -1.5297 -2.3912 18.9600 0.138
H -2.8653 6.2940 26.5556 0.120
H -13.8759 0.3003 20.5654 0.088
H -3.9295 1.2288 26.2480 0.147
H 2.3363 8.4454 11.1508 0.112
H -1.5090 0.1423 16.2552 0.087
H 3.5494 3.3959 22.8951 0.060
H -2.2909 -3.4987 16.1512 0.096
H -0.5582 1.5905 13.5337 0.043
H -15.0109 3.6118 21.8583 0.066
H -6.3590 0.6336 25.4400 0.096
H -10.0291 4.6264 22.6592 0.114
H -2.4010 -1.6263 17.8127 0.120
H -2.1808 9.4706 13.3078 0.086
H -5.9528 1.0724 18.7659 0.125